(1)
{
  "formula": "C20H43BBr2NO14PS4",
  "method": "ωB97M-V/def2-TZVPD",
  "smiles": "[H]/N=C(/C)C[C@]1([PH2]=S)OC(=O)O[C@]1(B(O)OCC)[C@H](Br)[C@H](C)Br.CCOS(C)(=O)=O.CCOS(C)(=O)=O.CCOS(C)(=O)=O",
  "homo_ev": -8.86,
  "energy_ha": -9002.9876,
  "orbital_gap_ev": 8.9,
  "species": ["C", "C", "O", "B", "O", "C", "C", "Br", "C", "C", "Br", "O", "C", "O", "O", "C", "C", "C", "C", "N", "P", "S", "H", "H", "H", "H", "H", "H", "H", "H", "H", "H", "H", "H", "H", "H", "H", "H", "H", "H", "H", "O", "S", "O", "O", "C", "C", "C", "H", "H", "H", "H", "H", "H", "H", "H", "O", "S", "O", "O", "C", "C", "C", "H", "H", "H", "H", "H", "H", "H", "H", "O", "S", "O", "O", "C", "C", "C", "H", "H", "H", "H", "H", "H", "H", "H"],
  "xyz": [[-1.065, 1.166, 2.631], [-1.643, 0.067, 3.506], [-3.074, 0.030, 3.318], [-3.647, -1.206, 3.383], [-3.622, -1.930, 4.556], [-4.432, -1.725, 2.065], [-5.339, -0.496, 1.637], [-6.982, -1.013, 0.735], [-4.641, 0.719, 0.945], [-5.284, 2.043, 1.390], [-4.728, 0.678, -1.030], [-5.392, -2.763, 2.378], [-5.382, -3.708, 1.415], [-5.940, -4.740, 1.467], [-4.567, -3.287, 0.380], [-3.582, -2.514, 1.030], [-2.534, -1.824, 0.161], [-2.190, -2.566, -1.148], [-0.795, -3.104, -1.312], [-3.025, -2.679, -2.089], [-2.540, -3.836, 2.027], [-2.121, -5.462, 1.062], [-1.275, 0.898, 1.595], [-1.600, 2.086, 2.861], [0.004, 1.279, 2.790], [-1.409, 0.258, 4.556], [-1.196, -0.894, 3.229], [-2.869, -2.519, 4.682], [-5.706, -0.095, 2.580], [-3.589, 0.727, 1.180], [-5.927, 1.895, 2.256], [-4.516, 2.783, 1.609], [-5.907, 2.454, 0.599], [-2.837, -0.830, -0.145], [-1.610, -1.705, 0.728], [-0.855, -4.110, -1.720], [-0.273, -3.151, -0.357], [-0.218, -2.470, -1.987], [-3.920, -2.256, -1.845], [-1.363, -3.142, 2.381], [-3.186, -4.048, 3.257], [0.975, -0.490, -0.885], [2.092, -0.256, -0.019], [2.009, 0.745, 1.000], [3.395, -0.030, -0.881], [3.346, 0.969, -1.936], [3.477, 2.380, -1.401], [2.583, -1.774, 0.728], [2.428, 0.841, -2.511], [4.181, 0.722, -2.586], [2.606, 2.677, -0.817], [3.580, 3.076, -2.233], [4.353, 2.464, -0.758], [2.686, -2.531, -0.045], [1.800, -2.052, 1.430], [3.522, -1.616, 1.251], [1.207, 4.880, -0.114], [0.380, 5.129, 1.028], [-0.262, 4.036, 1.690], [-0.709, 6.219, 0.641], [-1.477, 5.987, -0.563], [-2.569, 4.956, -0.364], [1.260, 6.088, 2.209], [-0.801, 5.703, -1.371], [-1.902, 6.957, -0.810], [-2.149, 3.964, -0.199], [-3.204, 4.917, -1.249], [-3.182, 5.211, 0.501], [1.708, 6.940, 1.705], [2.029, 5.442, 2.627], [0.569, 6.407, 2.984], [7.780, -1.512, -2.472], [7.044, -1.471, -3.698], [5.850, -0.686, -3.780], [6.718, -2.956, -4.153], [6.105, -3.829, -3.174], [4.625, -3.556, -2.999], [8.111, -1.048, -5.029], [6.646, -3.743, -2.231], [6.270, -4.832, -3.561], [4.451, -2.585, -2.535], [4.185, -4.326, -2.364], [4.117, -3.560, -3.962], [8.993, -1.681, -4.984], [8.382, -0.003, -4.897], [7.574, -1.185, -5.964]],
  "forces_ev_per_angstrom": [[-0.819, -0.489, 0.186], [0.495, 0.528, 0.352], [0.245, -0.444, -0.644], [-0.133, -0.008, 0.440], [0.396, -0.195, -0.440], [-0.902, 0.374, -0.256], [0.870, 0.226, -0.531], [-0.025, 0.128, -0.024], [-0.916, -0.029, -0.035], [-0.023, -0.010, -0.280], [0.279, -0.126, 0.200], [0.626, -0.190, 0.701], [0.073, 0.540, -0.448], [-0.507, -0.335, -0.133], [0.051, -0.263, 0.095], [0.838, 0.014, 1.121], [-0.010, -0.108, -0.706], [-0.242, 0.097, 0.167], [0.004, -0.085, 0.064], [0.051, -0.013, 0.001], [0.333, -0.698, -0.807], [-0.145, 0.238, 0.115], [0.291, 0.206, -0.167], [0.235, 0.162, -0.049], [0.022, 0.071, -0.116], [-0.156, -0.105, 0.033], [-0.090, -0.067, 0.059], [-0.243, 0.072, 0.267], [-0.059, -0.082, 0.042], [0.115, -0.154, 0.012], [0.146, 0.092, 0.142], [0.011, -0.014, 0.123], [-0.070, -0.019, 0.043], [-0.197, 0.111, 0.038], [-0.091, 0.097, 0.188], [0.031, -0.010, -0.076], [0.047, -0.023, -0.027], [-0.082, -0.004, 0.046], [-0.032, -0.018, -0.029], [-0.267, 0.359, 0.261], [-0.074, 0.159, -0.010], [-0.130, 0.189, 0.036], [0.437, -0.194, 0.142], [-0.209, 0.035, 0.007], [-0.108, -0.073, 0.003], [0.069, 0.409, -0.402], [-0.125, -0.088, 0.247], [0.014, -0.058, -0.050], [-0.056, -0.094, 0.116], [0.051, -0.170, 0.105], [-0.002, 0.017, -0.039], [0.019, -0.028, -0.030], [0.048, 0.009, -0.066], [-0.006, 0.003, -0.008], [-0.017, 0.024, -0.002], [-0.005, 0.017, 0.004], [0.025, -0.115, -0.050], [-0.107, 0.216, 0.039], [0.048, -0.073, 0.004], [0.095, 0.002, 0.090], [-0.253, -0.056, -0.337], [0.084, -0.104, 0.132], [0.019, 0.049, 0.018], [0.074, -0.015, 0.075], [0.060, 0.052, 0.118], [-0.008, -0.004, -0.027], [0.008, 0.030, -0.006], [-0.029, 0.041, -0.037], [-0.005, -0.003, -0.008], [-0.013, -0.032, -0.024], [-0.009, -0.015, -0.004], [-0.038, 0.073, 0.093], [0.031, -0.224, -0.163], [-0.031, 0.172, 0.068], [0.062, 0.064, -0.051], [-0.201, -0.252, 0.260], [0.011, 0.186, -0.029], [0.028, -0.016, -0.041], [0.047, 0.088, -0.042], [0.056, 0.058, -0.112], [0.015, -0.008, 0.010], [0.028, -0.041, -0.019], [-0.007, -0.058, 0.005], [-0.005, -0.005, 0.009], [-0.022, 0.002, 0.033], [-0.016, 0.004, 0.010]],
  "lowdin_charge": [-0.06, -0.20, 0.07, -0.61, 0.18, -0.26, -0.59, 0.82, -0.71, -0.13, 0.72, 0.01, -0.63, 0.21, 0.02, -0.44, -0.11, -0.41, -0.07, 0.17, 0.47, 0.23, 0.08, 0.08, 0.08, 0.13, 0.10, 0.10, 0.08, 0.05, 0.08, 0.08, 0.05, 0.05, 0.09, 0.08, 0.05, 0.07, 0.03, -0.01, 0.01, -0.28, 0.55, -0.27, -0.26, -0.23, -0.06, -0.11, 0.12, 0.10, 0.05, 0.09, 0.09, 0.07, 0.07, 0.08, -0.27, 0.57, -0.27, -0.26, -0.25, -0.07, -0.12, 0.11, 0.12, 0.07, 0.08, 0.08, 0.08, 0.08, 0.08, -0.27, 0.57, -0.28, -0.26, -0.24, -0.07, -0.12, 0.11, 0.12, 0.06, 0.08, 0.09, 0.08, 0.08, 0.08]
}

=====

(2)
{
  "formula": "C27H31Cl48F3NO2S",
  "method": "ωB97M-V/def2-TZVPD",
  "de_lowest_kj_mol": 0.0,
  "homo_ev": -11.14,
  "total_charge": 1,
  "energy_ha": -24039.3382,
  "orbital_gap_ev": 7.1,
  "species": ["C", "O", "C", "C", "N", "C", "C", "F", "F", "F", "C", "C", "C", "C", "S", "C", "C", "O", "H", "H", "H", "H", "H", "H", "H", "H", "H", "H", "H", "H", "H", "H", "H", "C", "Cl", "Cl", "Cl", "H", "C", "Cl", "Cl", "Cl", "H", "C", "Cl", "Cl", "Cl", "H", "C", "Cl", "Cl", "Cl", "H", "C", "Cl", "Cl", "Cl", "H", "C", "Cl", "Cl", "Cl", "H", "C", "Cl", "Cl", "Cl", "H", "C", "Cl", "Cl", "Cl", "H", "C", "Cl", "Cl", "Cl", "H", "C", "Cl", "Cl", "Cl", "H", "C", "Cl", "Cl", "Cl", "H", "C", "Cl", "Cl", "Cl", "H", "C", "Cl", "Cl", "Cl", "H", "C", "Cl", "Cl", "Cl", "H", "C", "Cl", "Cl", "Cl", "H", "C", "Cl", "Cl", "Cl", "H"],
  "xyz": [[4.044, 0.121, 0.019], [3.858, 0.096, -1.402], [2.958, -0.898, -1.797], [1.574, -0.370, -1.984], [1.256, 0.815, -1.474], [0.021, 1.374, -1.563], [-0.130, 2.715, -0.884], [1.076, 3.205, -0.583], [-0.747, 3.607, -1.636], [-0.807, 2.596, 0.256], [-0.994, 0.679, -2.223], [-2.407, 1.158, -2.372], [-3.411, 0.332, -1.544], [-3.056, 0.226, -0.050], [-3.528, -1.387, 0.642], [-0.682, -0.572, -2.768], [0.586, -1.103, -2.662], [0.878, -2.307, -3.203], [4.544, -0.794, 0.338], [4.629, 0.998, 0.248], [3.093, 0.196, 0.559], [2.896, -1.649, -1.002], [3.290, -1.425, -2.686], [1.991, 1.325, -0.985], [-2.673, 1.033, -3.420], [-2.534, 2.209, -2.154], [-3.483, -0.663, -1.970], [-4.364, 0.841, -1.620], [-3.590, 0.982, 0.512], [-1.996, 0.366, 0.134], [-2.554, -2.125, 0.102], [-1.457, -1.128, -3.270], [0.960, -2.998, -2.523], [3.329, 4.299, 1.985], [4.310, 3.339, 0.862], [3.480, 3.668, 3.621], [3.775, 5.999, 1.899], [2.294, 4.209, 1.684], [-3.465, -5.236, 2.125], [-4.871, -4.174, 2.126], [-2.019, -4.301, 1.699], [-3.253, -6.033, 3.679], [-3.613, -5.996, 1.370], [5.743, 8.880, 0.093], [4.519, 9.283, 1.297], [5.699, 10.025, -1.248], [7.348, 8.818, 0.818], [5.514, 7.897, -0.298], [4.187, 1.633, 7.487], [5.527, 0.945, 6.570], [2.991, 2.345, 6.397], [3.443, 0.420, 8.523], [4.578, 2.422, 8.115], [-7.817, 0.872, -2.079], [-6.522, 1.905, -2.702], [-8.611, 0.025, -3.404], [-7.200, -0.262, -0.879], [-8.550, 1.501, -1.592], [-3.556, 3.693, 0.984], [-3.981, 5.252, 1.671], [-3.206, 2.512, 2.250], [-4.840, 3.101, -0.080], [-2.662, 3.819, 0.388], [2.265, -5.211, -0.753], [0.913, -4.063, -0.501], [3.736, -4.362, -1.235], [2.535, -6.170, 0.682], [1.983, -5.874, -1.561], [0.642, 8.809, -0.703], [-0.668, 7.806, -1.350], [0.020, 10.059, 0.364], [1.830, 7.810, 0.138], [1.135, 9.290, -1.537], [1.135, -2.694, 4.165], [1.248, -3.292, 2.501], [0.349, -3.884, 5.194], [2.730, -2.269, 4.782], [0.526, -1.800, 4.157], [4.304, -8.196, -2.094], [5.612, -9.020, -2.933], [3.102, -7.607, -3.261], [3.546, -9.251, -0.905], [4.718, -7.340, -1.576], [-4.475, 9.837, 1.012], [-3.402, 8.936, -0.066], [-4.237, 9.342, 2.690], [-4.225, 11.572, 0.832], [-5.499, 9.615, 0.742], [-8.475, -3.960, 0.064], [-7.448, -4.460, -1.283], [-9.170, -5.358, 0.877], [-7.562, -2.964, 1.200], [-9.283, -3.360, -0.333], [-0.116, -11.145, -0.568], [-1.546, -10.416, 0.162], [0.232, -10.408, -2.133], [1.271, -11.016, 0.516], [-0.318, -12.195, -0.729], [7.091, -12.027, -5.537], [8.155, -13.282, -4.909], [5.415, -12.335, -5.081], [7.605, -10.431, -4.977], [7.154, -12.038, -6.616], [-8.934, 10.185, 1.561], [-7.918, 9.262, 0.443], [-8.650, 9.671, 3.221], [-8.648, 11.912, 1.375], [-9.967, 9.982, 1.313], [7.956, -1.149, 0.368], [6.576, -2.043, -0.300], [7.416, 0.174, 1.403], [9.022, -2.233, 1.247], [8.507, -0.727, -0.461]],
  "forces_ev_per_angstrom": [[-0.126, -0.298, 0.001], [-0.306, 0.287, -0.057], [0.269, -0.108, 0.769], [-0.151, -0.210, -0.359], [-0.385, -0.001, -0.092], [-0.329, -0.849, -0.591], [0.128, -0.085, -0.073], [0.437, 0.121, 0.156], [-0.234, 0.216, -0.335], [-0.119, -0.109, 0.299], [0.367, 0.665, 0.361], [-0.333, -0.075, 0.024], [0.638, 0.278, 0.403], [-0.074, -0.618, -0.714], [-0.276, 0.347, 0.338], [0.440, 0.219, 0.177], [-0.239, -0.047, 0.430], [0.072, 0.096, -0.202], [-0.035, 0.220, 0.103], [0.243, -0.145, 0.006], [-0.104, 0.041, -0.036], [-0.078, -0.291, -0.077], [0.065, 0.142, -0.294], [0.145, 0.020, -0.196], [-0.028, 0.084, -0.163], [0.174, 0.260, 0.160], [-0.190, -0.169, -0.103], [-0.213, -0.290, -0.221], [0.036, -0.335, -0.008], [0.139, 0.093, 0.081], [0.088, 0.089, -0.142], [-0.052, -0.156, -0.143], [0.065, 0.088, 0.060], [0.002, 0.083, 0.117], [-0.066, 0.238, -0.040], [0.016, 0.083, -0.215], [0.134, -0.095, 0.125], [0.001, -0.004, -0.038], [-0.077, 0.183, 0.136], [0.162, -0.380, 0.034], [0.154, -0.275, 0.070], [0.013, 0.015, -0.044], [0.025, 0.008, -0.030], [0.029, 0.020, 0.001], [0.204, 0.129, 0.127], [-0.014, -0.021, -0.005], [-0.024, -0.018, -0.010], [-0.005, -0.005, -0.003], [-0.002, -0.106, -0.006], [0.004, 0.013, -0.007], [-0.058, -0.050, 0.180], [0.007, 0.023, -0.017], [0.001, 0.019, -0.003], [-0.044, -0.132, -0.040], [-0.128, 0.094, -0.060], [0.004, 0.001, 0.054], [0.039, 0.022, -0.050], [0.021, 0.074, -0.034], [-0.064, 0.186, 0.125], [0.025, 0.008, -0.018], [0.023, 0.316, 0.386], [-0.044, 0.186, -0.047], [-0.114, 0.029, 0.040], [0.055, -0.191, 0.118], [0.080, -0.089, -0.239], [-0.053, 0.021, -0.042], [-0.058, 0.082, 0.007], [-0.043, 0.040, -0.051], [-0.035, 0.034, 0.104], [0.168, -0.063, -0.097], [0.020, -0.012, -0.031], [-0.306, -0.083, -0.213], [-0.001, -0.024, -0.029], [0.043, -0.070, 0.123], [0.036, 0.178, 0.153], [-0.003, 0.022, -0.033], [-0.022, 0.035, -0.022], [-0.014, 0.005, -0.020], [0.164, -0.157, 0.077], [-0.152, 0.081, 0.076], [-0.029, 0.051, 0.010], [0.088, 0.105, -0.166], [-0.039, 0.040, -0.020], [0.046, 0.038, -0.003], [-0.181, 0.047, 0.105], [-0.017, -0.046, -0.015], [-0.017, -0.013, -0.008], [0.120, 0.033, 0.035], [0.061, -0.102, -0.007], [-0.011, 0.030, -0.010], [0.000, 0.028, -0.011], [-0.266, 0.196, 0.028], [0.002, 0.018, -0.010], [0.013, 0.091, -0.010], [-0.005, -0.014, 0.005], [0.003, -0.017, 0.010], [-0.128, -0.122, 0.096], [0.001, -0.013, 0.001], [-0.025, -0.051, 0.088], [-0.005, 0.016, -0.018], [0.003, 0.011, -0.019], [0.143, -0.043, -0.130], [0.002, 0.014, -0.013], [0.078, 0.103, 0.119], [-0.173, -0.094, -0.100], [-0.011, -0.009, -0.024], [-0.007, -0.024, -0.011], [-0.003, -0.021, -0.025], [0.066, -0.059, 0.098], [0.233, -0.133, -0.075], [-0.044, -0.005, -0.045], [-0.007, 0.003, -0.023], [-0.025, 0.011, -0.026]],
  "lowdin_charge": [-0.14, -0.16, -0.16, -0.06, 0.23, -0.01, -0.57, 0.16, 0.19, 0.15, -0.10, -0.12, -0.26, -0.59, 0.70, 0.13, -0.22, 0.06, 0.02, 0.00, 0.10, 0.10, 0.15, 0.17, 0.13, 0.10, 0.09, 0.01, -0.06, 0.05, -0.18, 0.16, 0.03, -1.52, 0.58, 0.53, 0.52, 0.00, -1.51, 0.50, 0.48, 0.55, 0.02, -1.56, 0.49, 0.53, 0.54, 0.00, -1.54, 0.52, 0.49, 0.54, 0.01, -1.52, 0.53, 0.55, 0.53, 0.02, -1.51, 0.57, 0.60, 0.58, -0.01, -1.49, 0.55, 0.57, 0.59, -0.03, -1.52, 0.49, 0.54, 0.47, 0.02, -1.54, 0.45, 0.55, 0.53, 0.01, -1.53, 0.53, 0.54, 0.50, -0.01, -1.56, 0.48, 0.52, 0.53, -0.09, -1.54, 0.52, 0.55, 0.47, 0.01, -1.54, 0.53, 0.51, 0.50, 0.01, -1.55, 0.54, 0.52, 0.49, 0.01, -1.54, 0.55, 0.54, 0.54, 0.01, -1.52, 0.55, 0.55, 0.56, 0.02]
}

=====

(3)
{
  "formula": "C3H3LiO3Sr",
  "method": "ωB97M-V/def2-TZVPD",
  "de_lowest_kj_mol": 0.0,
  "s_squared": 0.750,
  "homo_ev": [-8.71, -11.67],
  "total_charge": 1,
  "energy_ha": -379.8271,
  "multiplicity": 2,
  "orbital_gap_ev": [5.2, 8.2],
  "species": ["O", "C", "C", "O", "C", "O", "Sr", "H", "H", "H", "Li"],
  "xyz": [[0.432, -0.649, 0.989], [1.672, -0.698, 1.837], [2.620, 0.104, 1.002], [1.750, 0.784, -0.011], [0.557, 0.272, 0.087], [-0.373, 0.677, -0.621], [-2.742, 0.264, -1.347], [1.381, -0.101, 2.718], [3.356, -0.434, 0.388], [3.176, 0.863, 1.562], [2.202, -2.634, 2.396]],
  "forces_ev_per_angstrom": [[-0.157, -0.565, 0.181], [-0.223, -0.395, 0.721], [0.552, 0.489, -0.968], [0.708, 0.100, 0.642], [-0.287, 0.637, -0.240], [-0.665, -0.493, -0.204], [0.723, 0.169, 0.215], [0.057, -0.086, -0.321], [-0.338, -0.053, 0.119], [-0.261, -0.028, -0.119], [-0.109, 0.224, -0.024]],
  "lowdin_spin": [0.02, 0.00, 0.00, 0.00, 0.01, 0.11, 0.85, 0.00, 0.00, 0.00, 0.01]
}

=====

Question: Which formula does entry 2 have?
Answer: C27H31Cl48F3NO2S

=====

Repeat the third record exactly.
{
  "formula": "C3H3LiO3Sr",
  "method": "ωB97M-V/def2-TZVPD",
  "de_lowest_kj_mol": 0.0,
  "s_squared": 0.750,
  "homo_ev": [-8.71, -11.67],
  "total_charge": 1,
  "energy_ha": -379.8271,
  "multiplicity": 2,
  "orbital_gap_ev": [5.2, 8.2],
  "species": ["O", "C", "C", "O", "C", "O", "Sr", "H", "H", "H", "Li"],
  "xyz": [[0.432, -0.649, 0.989], [1.672, -0.698, 1.837], [2.620, 0.104, 1.002], [1.750, 0.784, -0.011], [0.557, 0.272, 0.087], [-0.373, 0.677, -0.621], [-2.742, 0.264, -1.347], [1.381, -0.101, 2.718], [3.356, -0.434, 0.388], [3.176, 0.863, 1.562], [2.202, -2.634, 2.396]],
  "forces_ev_per_angstrom": [[-0.157, -0.565, 0.181], [-0.223, -0.395, 0.721], [0.552, 0.489, -0.968], [0.708, 0.100, 0.642], [-0.287, 0.637, -0.240], [-0.665, -0.493, -0.204], [0.723, 0.169, 0.215], [0.057, -0.086, -0.321], [-0.338, -0.053, 0.119], [-0.261, -0.028, -0.119], [-0.109, 0.224, -0.024]],
  "lowdin_spin": [0.02, 0.00, 0.00, 0.00, 0.01, 0.11, 0.85, 0.00, 0.00, 0.00, 0.01]
}